No. 1
{
  "formula": "H80O40",
  "method": "ωB97M-V/def2-TZVPD",
  "charge": 0,
  "gap_ev": 10.1,
  "spin_multiplicity": 1,
  "e_homo_ev": -10.4,
  "species": ["H", "H", "O", "H", "H", "O", "H", "H", "O", "H", "H", "O", "H", "H", "O", "H", "O", "H", "O", "H", "H", "O", "H", "H", "O", "H", "H", "O", "H", "H", "O", "H", "O", "H", "H", "O", "H", "H", "O", "H", "H", "O", "H", "H", "O", "H", "H", "O", "H", "H", "O", "H", "O", "H", "H", "O", "H", "O", "H", "H", "O", "H", "H", "O", "H", "H", "O", "H", "H", "O", "H", "H", "O", "H", "H", "O", "H", "H", "O", "H", "H", "O", "H", "H", "O", "H", "H", "O", "H", "O", "H", "H", "O", "H", "H", "H", "H", "H", "H", "O", "H", "H", "O", "H", "H", "O", "H", "H", "O", "H", "H", "O", "H", "H", "O", "H", "H", "O", "H", "H"],
  "coordinates": [[-3.676434, 4.784999, 0.670892], [-3.772983, 4.866501, 2.015241], [-4.270907, 5.246195, 1.169290], [2.307269, -0.792008, -2.288886], [2.932926, 0.392453, -1.691045], [2.843207, 0.038156, -2.453731], [3.865318, -2.412187, -5.029659], [4.247676, -2.248217, -3.558031], [3.426552, -2.249131, -4.211171], [1.711265, -1.079712, 6.165900], [3.000432, -1.903500, 5.405900], [2.510503, -0.979648, 5.669602], [3.795791, -5.348372, -1.788404], [3.794453, -3.614569, -1.603492], [4.003312, -4.519517, -1.193556], [-5.845955, -0.814056, -0.478998], [-5.766779, -0.349415, 0.344284], [0.519289, 3.688522, 0.419408], [-0.136244, 2.967373, 0.737702], [3.758693, -0.512958, 3.398895], [5.219896, -0.460389, 3.943080], [4.570769, -0.869459, 3.332509], [5.619056, 3.364226, 1.638071], [5.385267, 2.684094, 3.178297], [6.022084, 2.837813, 2.414401], [-3.547143, 3.628737, -4.577521], [-3.260849, 3.139017, -3.122161], [-3.663102, 3.845370, -3.634074], [2.525456, 0.030886, -6.088932], [1.753057, -1.138845, -5.467396], [1.711088, -0.509946, -6.165939], [5.228545, -1.102746, -1.839716], [4.972074, -1.986435, -1.998582], [-4.142461, -2.730883, 1.839933], [-4.077113, -1.834955, 0.696476], [-3.745253, -2.814943, 0.903913], [-1.286522, -2.910488, 1.168167], [0.015581, -3.160910, 0.830315], [-0.458833, -2.352124, 0.910263], [4.711657, -4.111105, 1.486840], [4.268282, -3.297236, 2.580180], [5.093198, -3.547101, 2.097413], [-4.623567, -2.240389, -3.922856], [-4.631839, -3.060525, -2.648309], [-4.319115, -3.196266, -3.523214], [-0.411676, -2.549737, -6.127875], [-1.908025, -3.209911, -5.622645], [-1.229193, -2.622561, -5.612263], [-1.180436, 2.479895, 4.641376], [0.397078, 2.977604, 4.964273], [-0.296872, 2.247124, 4.655988], [-1.709312, -3.778710, -1.094925], [-1.530168, -4.280703, -0.381370], [-0.022606, -1.293963, 5.063155], [-0.074960, -0.123733, 4.096645], [-0.508989, -1.044935, 4.339831], [2.532853, -2.615149, 2.483313], [2.280842, -2.517380, 3.367099], [-3.487996, 1.101552, 5.079573], [-3.499162, 1.241763, 3.496066], [-3.511268, 1.667552, 4.311108], [-3.290754, 1.984941, -1.125020], [-2.038251, 1.634441, -1.960752], [-2.821010, 2.019337, -1.905746], [4.055337, 1.579540, 5.005201], [2.752150, 1.604834, 5.872467], [3.182070, 2.061059, 5.086070], [2.439426, 1.673369, -3.789461], [1.491463, 1.885481, -5.178802], [1.537374, 1.789528, -4.191636], [-1.305454, -0.090115, 0.713183], [-1.279479, 1.294973, 1.044104], [-1.873749, 0.628535, 0.833650], [0.232208, -3.992359, -1.047932], [1.122851, -5.156688, -0.802101], [1.074828, -4.282326, -1.197714], [4.212845, -0.846176, 0.464235], [5.598582, -0.218702, 1.022214], [5.172453, -0.659048, 0.242070], [-3.287166, -0.937138, 2.104064], [-2.445854, -0.758016, 3.137833], [-3.313284, -1.132919, 3.010330], [1.832415, 4.793604, -2.530824], [2.047065, 3.273751, -2.834185], [1.722814, 4.014942, -2.040422], [-5.189457, 3.522599, -0.842542], [-5.769537, 3.104204, -2.286526], [-5.751353, 2.781718, -1.363272], [1.338814, -0.820806, -0.028534], [1.922662, 0.064947, 0.099218], [2.278874, -3.114508, 0.648083], [2.812812, -4.417590, 0.460044], [2.396513, -3.977459, 1.189133], [-2.257150, -4.837884, -0.037205], [-5.911960, 0.666610, 0.030975], [1.405211, -2.721653, 3.468015], [-0.630558, 3.291702, 1.503578], [5.764493, -2.600706, -1.783821], [1.750756, 0.307220, 1.091986], [-1.802440, 4.921370, -0.836461], [-1.189379, 4.376029, -0.517330], [-2.018761, 4.647342, -1.807508], [-1.489329, 4.565553, 2.306663], [-1.489753, 5.496298, 2.414883], [-2.210987, 4.439741, 1.629043], [1.414074, 1.189079, 3.221476], [0.641254, 0.888389, 2.788497], [1.592039, 2.063166, 3.244532], [-0.649400, 2.065139, -5.820680], [-0.068932, 1.467207, -5.242149], [-1.459701, 1.654749, -5.944269], [-4.491171, 2.431773, 1.321134], [-4.596267, 3.096021, 2.036768], [-3.711367, 1.924566, 1.615017], [-1.579869, -1.996109, -1.311264], [-1.780994, -2.431470, -2.071703], [-2.031984, -2.270538, -0.468527], [-3.168801, -0.968112, -3.850133], [-2.953919, -1.392218, -4.677015], [-2.361019, -0.626231, -3.501583]],
  "atomic_forces_ev_per_a": [[2.1, -1.6, -4.2], [-2.5, 1.9, -1.3], [-0.1, 0.2, 5.4], [1.0, 1.6, -0.6], [0.9, 3.8, 8.4], [-1.6, -5.1, -7.9], [0.2, -0.3, -1.2], [-2.3, 0.4, -1.1], [1.9, -0.1, 2.1], [-0.3, -0.8, 0.5], [-2.5, 3.3, 1.0], [2.9, -2.2, -1.2], [0.4, 3.2, 1.3], [0.2, -2.3, 0.2], [-0.5, -1.0, -1.4], [-0.2, -0.4, -0.7], [-0.2, 3.7, -0.5], [-1.6, -1.9, 1.0], [1.5, 0.9, -1.1], [-4.5, 2.2, 0.9], [-1.0, -0.3, -0.6], [5.5, -1.8, -0.2], [0.4, -1.4, 2.4], [0.8, 0.8, -2.1], [-1.2, 0.6, -0.4], [0.0, 0.1, 0.8], [0.1, -0.7, 0.2], [-0.3, 0.7, -1.1], [-0.7, -0.8, 0.1], [0.4, -0.7, 1.2], [0.4, 1.3, -1.2], [0.5, 1.6, 0.7], [1.4, -3.8, -0.6], [1.2, -1.0, -1.5], [0.8, -2.8, -0.4], [-2.2, 3.7, 1.4], [1.2, 2.1, -0.3], [1.9, -0.9, -0.5], [-2.4, -0.7, 2.1], [-0.7, -2.0, -2.3], [1.4, 0.0, -0.1], [-0.2, 1.8, 2.5], [1.4, -3.6, 1.4], [-0.3, -0.2, 1.5], [-1.4, 2.9, -2.7], [-1.2, -1.1, -0.2], [-2.0, -3.3, -1.1], [3.1, 4.4, 1.4], [-2.8, 1.7, 0.3], [-3.1, -2.1, -1.0], [5.0, 0.8, 1.1], [-1.7, 1.9, -3.5], [0.7, -4.7, 4.7], [1.8, -1.0, 2.7], [-1.1, -2.6, 1.1], [-0.7, 3.8, -3.7], [0.2, -0.6, -1.8], [3.1, 1.5, 2.2], [0.0, -0.7, -0.4], [-0.1, -2.1, -1.5], [0.3, 2.8, 2.0], [-1.0, -0.6, 2.7], [5.3, -2.8, 0.6], [-4.0, 3.2, -3.1], [-1.6, 0.7, 0.2], [0.8, 0.6, -1.6], [0.9, -1.2, 1.5], [-1.2, -0.7, -1.3], [1.2, 0.1, 1.5], [0.5, 0.6, -0.2], [1.3, -2.3, -0.6], [1.8, 2.5, 0.3], [-3.0, -0.3, 0.2], [-3.4, 1.0, 0.6], [-0.1, 0.1, 0.0], [3.7, -0.9, -1.1], [1.9, 0.6, 0.0], [-1.1, -0.8, -0.8], [-0.7, 0.6, 0.9], [-0.8, 0.3, -2.4], [1.0, -0.2, 1.5], [0.0, 0.2, 1.4], [0.1, 2.0, -1.0], [-1.9, 3.0, 3.4], [1.4, -4.9, -2.3], [-2.1, -2.6, -1.8], [0.2, -0.1, 0.6], [1.9, 2.6, 1.3], [1.7, 3.1, 0.5], [-2.4, -2.7, 2.4], [-0.1, -1.8, 1.4], [0.8, -1.2, -0.9], [-0.7, 2.8, -1.0], [0.4, 0.7, -0.9], [0.7, -3.3, 1.2], [-3.5, -0.8, 0.0], [0.7, 0.7, 0.0], [-1.9, 1.8, -0.2], [0.6, -0.5, -2.5], [-4.9, 3.2, -4.2], [4.0, -3.9, 1.6], [0.6, 0.6, 2.7], [-1.8, -1.4, -0.8], [0.2, 1.6, 0.3], [1.5, 0.2, 0.8], [1.6, -5.8, 0.0], [-1.1, 0.9, -0.8], [0.1, 4.3, -0.2], [3.6, 0.3, 1.4], [-2.0, 0.9, -1.1], [-2.2, -1.5, -0.3], [0.8, 0.3, 1.0], [-0.3, -0.6, -0.7], [-0.4, 0.0, -0.5], [0.9, 3.0, 3.6], [-1.8, -1.7, -3.3], [0.4, 0.3, -1.8], [-0.9, 0.6, -0.2], [0.6, -0.1, -0.4], [0.8, 0.4, 0.3]]
}

No. 2
{
  "formula": "C4H35N3O12",
  "method": "ωB97M-V/def2-TZVPD",
  "charge": 0,
  "gap_ev": 8.1,
  "spin_multiplicity": 1,
  "e_homo_ev": -8.1,
  "species": ["C", "C", "C", "N", "C", "N", "N", "H", "H", "H", "H", "H", "H", "H", "H", "H", "H", "H", "H", "H", "O", "H", "H", "O", "H", "H", "O", "H", "H", "O", "H", "H", "O", "H", "H", "O", "H", "H", "O", "H", "H", "O", "H", "H", "O", "H", "H", "O", "H", "H", "O", "H", "H", "O"],
  "coordinates": [[2.786987, 0.841805, -2.689226], [1.910053, 1.420960, -1.517717], [0.457965, 0.975671, -1.592689], [-0.139962, -0.358258, -1.613140], [-0.507715, -0.817102, -0.284451], [-0.516248, -0.063963, 0.964992], [-0.743953, -2.134695, -0.090012], [2.463403, -0.212489, -2.727178], [2.749477, 1.600220, -3.498467], [3.839035, 0.690902, -2.251419], [2.278788, 1.261539, -0.568097], [1.798759, 2.589816, -1.631640], [0.127922, 1.411082, -2.529095], [0.012202, 1.693690, -0.849745], [0.356651, -0.914499, -2.270808], [-0.406018, 0.976573, 0.783658], [-1.064039, -0.546667, 1.636807], [-1.397025, -2.412977, 0.629126], [-0.726674, 2.861567, 1.589943], [-2.176634, 2.566625, 2.217091], [-1.366198, 2.191759, 1.738944], [2.595717, -0.413654, 1.296767], [3.713529, -0.623705, 2.471566], [2.992358, -1.116229, 1.981100], [2.124782, 3.721133, 0.487689], [0.688335, 4.528745, 0.724457], [1.416973, 3.880852, 1.001925], [-3.720614, 1.555518, -0.311895], [-2.341349, 1.595713, 0.106571], [-3.161629, 2.165130, -0.058745], [-3.263941, -2.392466, 1.788255], [-3.951224, -1.388790, 1.020564], [-3.048614, -1.876222, 1.062916], [3.029155, 2.498753, 2.235449], [2.984749, 1.123560, 3.166709], [3.285455, 1.613971, 2.262666], [1.104980, -3.167902, -3.122757], [2.231199, -2.158902, -2.904048], [1.432410, -2.209898, -3.262662], [0.064380, -3.601280, 2.354850], [0.168148, -2.732438, 3.573567], [-0.612892, -2.975013, 3.051266], [-1.711976, 4.016784, 0.325026], [-1.117148, 4.490306, -0.841853], [-1.123061, 4.677222, 0.254713], [-3.685727, -0.334822, -2.672628], [-2.919359, -0.931111, -1.439774], [-3.519640, -0.295881, -1.758375], [-1.475322, -3.479453, -1.660818], [-0.280010, -2.541251, -1.989126], [-0.715709, -3.351672, -2.334164], [2.096078, -2.479845, 1.993880], [1.295820, -2.717398, 0.689354], [1.474467, -3.049329, 1.541619]],
  "atomic_forces_ev_per_a": [[1.1, 0.2, 3.2], [-0.4, 1.4, -2.7], [-1.4, 2.6, -0.7], [0.2, 2.4, 4.7], [0.0, -4.9, 2.7], [2.0, 1.8, -6.2], [0.5, 3.2, -2.6], [-0.1, 0.8, -1.4], [0.1, -1.5, -0.1], [-1.1, 0.8, -1.0], [1.2, -0.5, 2.1], [0.4, -2.1, 0.2], [-0.3, 0.2, -0.4], [-0.4, -1.2, -0.4], [0.2, -1.4, -0.3], [-0.8, -2.5, 1.5], [-0.5, 0.2, 0.8], [1.0, 0.7, 0.5], [1.0, 1.4, 0.3], [1.9, -0.5, -1.2], [-2.5, 0.2, 2.0], [1.4, -2.1, 2.5], [-1.2, -0.8, -1.2], [0.5, 3.4, -1.1], [3.2, -0.1, -3.4], [1.8, -1.3, -0.2], [-5.0, 1.3, 3.6], [-5.0, -4.8, -2.6], [-1.5, 1.4, -0.1], [6.1, 3.5, 2.2], [0.0, -2.1, 2.6], [2.3, -0.8, -0.5], [-3.3, 3.0, -1.6], [-1.1, 2.3, 0.6], [0.7, 2.6, -3.3], [0.1, -4.5, 2.8], [0.5, 2.1, -0.3], [5.5, 0.1, 2.3], [-5.7, -2.3, -2.2], [-2.8, 2.9, 2.2], [-0.6, 0.4, 0.3], [2.7, -2.8, -2.1], [-4.0, -4.0, 1.7], [0.6, 1.5, 4.0], [3.1, 2.7, -5.9], [0.2, -0.5, -1.6], [1.3, -1.5, 0.0], [-1.5, 2.0, 1.7], [2.3, 0.4, -1.5], [-1.0, -1.4, 0.2], [-1.6, -0.3, 0.5], [0.3, 0.4, -0.1], [-0.6, 0.8, -1.5], [0.2, -2.3, 1.2]]
}

No. 3
{
  "formula": "C21H28N3O2Sm",
  "method": "ωB97M-V/def2-TZVPD",
  "charge": 0,
  "gap_ev": [7.8, 7.8],
  "spin_multiplicity": 6,
  "e_homo_ev": [-8.0, -8.0],
  "species": ["O", "C", "C", "H", "H", "C", "H", "H", "C", "H", "H", "H", "C", "H", "H", "H", "Sm", "C", "C", "C", "H", "C", "C", "H", "H", "H", "H", "C", "C", "C", "H", "C", "C", "H", "H", "H", "H", "O", "C", "C", "H", "H", "C", "H", "H", "C", "H", "H", "H", "H", "N", "C", "N", "C", "N"],
  "coordinates": [[-0.422982, 0.561685, -0.206442], [0.654430, 0.610184, -1.273594], [0.151814, 1.900327, -1.838463], [0.571213, -0.293929, -1.902673], [1.632939, 0.634097, -0.792590], [-1.081449, 1.678861, -0.911427], [-0.070171, 1.966299, -2.924441], [0.687146, 2.767673, -1.475400], [-2.307474, 1.088200, -1.585338], [-2.020424, 0.177447, -2.112793], [-2.727740, 1.846436, -2.268628], [-3.049544, 0.845862, -0.828973], [-1.380689, 2.944462, -0.163325], [-0.471128, 3.460592, 0.139480], [-2.044542, 2.835660, 0.681764], [-1.884530, 3.589001, -0.897147], [0.266017, -0.478002, 1.780258], [1.042435, 1.486324, 3.439843], [2.233683, 0.711320, 3.364046], [2.760035, 0.887339, 2.055304], [2.701607, 0.150681, 4.176937], [1.900867, 1.770287, 1.339122], [0.825836, 2.140871, 2.192877], [0.065095, 2.886944, 1.977891], [0.424391, 1.610875, 4.316847], [3.672879, 0.444476, 1.654717], [2.083764, 2.153010, 0.337517], [-1.707230, -0.397821, 3.676774], [-1.974361, 0.775471, 2.928660], [-2.494616, 0.392891, 1.664818], [-1.881970, 1.808444, 3.262149], [-2.350572, -1.028700, 1.544793], [-1.953542, -1.528900, 2.835456], [-1.902700, -2.591792, 3.110291], [-1.461641, -0.429419, 4.747308], [-3.081592, 1.033226, 1.025650], [-2.507108, -1.621685, 0.646415], [0.481877, -1.488178, -3.145324], [0.067949, -0.723073, -4.351478], [0.575849, -1.423089, -5.616224], [0.527827, 0.284358, -4.285117], [-1.030440, -0.609862, -4.327744], [1.519161, -2.531617, -5.090680], [1.115392, -0.693651, -6.231010], [-0.241996, -1.828637, -6.212219], [1.355045, -2.536694, -3.552746], [2.542919, -2.255466, -5.384121], [1.312305, -3.494921, -5.583590], [2.338779, -2.364290, -3.111620], [0.938177, -3.493281, -3.209360], [1.080016, -2.257563, 3.037130], [1.225109, -2.690280, 4.141938], [1.462349, -3.281937, 5.242240], [1.069339, -2.853312, 6.433224], [0.762221, -2.547194, 7.529029]],
  "atomic_forces_ev_per_a": [[1.4, 0.6, -1.6], [0.1, -1.4, 0.5], [-1.2, -0.1, -0.2], [0.0, 0.9, 0.5], [0.0, 0.0, -0.1], [-0.3, 0.2, -0.8], [0.3, -0.1, 0.7], [0.3, 0.2, -0.3], [0.1, 0.6, -0.2], [-0.2, 0.1, -0.1], [0.1, -0.5, 0.1], [-0.1, -0.1, -0.2], [-0.2, 0.4, 0.0], [-0.1, -0.1, 0.1], [-0.1, -0.1, 0.2], [0.1, 0.0, 0.2], [-0.7, 1.6, 1.4], [0.4, 0.0, -0.1], [-0.3, 0.4, -0.4], [-0.3, -0.1, -0.3], [-0.3, 0.1, -0.4], [0.1, 0.0, 0.6], [0.9, -0.2, 0.2], [0.2, -0.4, 0.2], [0.0, -0.1, 0.0], [-0.3, 0.1, 0.2], [0.0, -0.1, 0.4], [0.2, -0.7, -0.1], [-0.8, -0.2, -0.4], [0.7, -0.9, 0.8], [-0.2, -0.4, 0.1], [-0.3, 0.1, 1.0], [-0.2, 0.4, -0.4], [0.2, 0.7, -0.1], [0.1, 0.0, -0.7], [0.6, 0.0, -0.2], [-0.4, 0.1, 0.3], [-0.5, -0.1, -2.5], [0.1, 0.4, 0.8], [0.0, -0.1, 0.4], [-0.3, -0.5, 0.1], [0.5, -0.1, 0.1], [0.2, 0.3, -0.6], [-0.1, -0.3, 0.0], [0.0, 0.0, 0.1], [0.3, -0.6, -0.4], [-0.2, -0.2, 0.3], [0.0, 0.3, 0.5], [-0.1, -0.2, 0.3], [0.2, 0.2, 0.1], [0.4, -0.9, 1.6], [0.0, 0.2, -1.1], [-0.1, 0.3, -0.4], [-0.6, 0.6, 2.0], [0.6, -0.6, -2.3]]
}

E_tot across the listed records, respectively: -83190.6242 -33750.6731 -48698.1256 eV.
Maximum force across the listed records, respectively: 9.567 7.395 2.542 eV/A.
Energy above the lowest of the compared OMol25 structures with the same formula, charge and spin across the listed records, respectively: 350.3 185.2 35.3 kcal/mol.